F10KN2O8PS4 | ωB97M-V with the def2-TZVPD basis set

Atoms and positions in Å:
K -0.36425 -0.40106 -0.70836
N -0.81911 1.56349 -2.58774
S -0.32944 1.50414 -3.98163
O 0.53836 2.57434 -4.47461
O -1.15046 0.70491 -4.90547
F 0.75135 0.31270 -3.59797
S -2.34545 2.15423 -3.05530
O -3.44517 1.20226 -2.72670
O -2.57407 3.02703 -4.19777
F -2.60582 3.19620 -1.86529
N 0.20511 1.24708 1.69258
S -0.86377 1.04465 2.93585
O -0.61319 1.61848 4.25034
O -1.58560 -0.22758 2.95482
F -1.98227 2.05435 2.39332
S 1.28369 0.69057 2.60210
O 1.18637 -0.54948 3.34720
O 2.15273 1.70795 3.24395
F 2.19137 0.26851 1.32442
P 1.47191 -3.34242 1.04690
F 0.19964 -2.57084 1.67916
F 1.43134 -4.29994 2.33965
F 0.42348 -4.36218 0.37657
F 2.69286 -4.39325 0.55034
F 1.62760 -2.40556 -0.32596
F 2.52291 -2.31871 1.68950

Properties
2S+1   2
Highest occupied orbital energy (alpha / beta)   -8.22 / -8.22 eV
Lowest unoccupied orbital energy (alpha / beta)   0.17 / -4.75 eV
Frontier orbital gap (alpha / beta)   8.39 / 3.47 eV
⟨S²⟩   0.763
Charge   -1